(1)
This record from OMol25 describes 2 unconnected molecules or ions with the total composition C3H2Br2O2 at a distorted geometry. The level of theory is ωB97M-V with the def2-TZVPD basis set.

Last column: Löwdin charge in e.
Positions of all 9 atoms, in Å:
O1 -2.31342 2.57354 -0.59961  0.180
C1 -2.49792 1.42662 -0.49346  -0.387
C2 -2.89579 0.22242 -0.10898  -1.118
Br1 -4.82509 0.16336 0.28350  0.639
Br2 -2.04804 -1.45486 -0.30313  0.757
C3 -0.17895 0.59073 0.91695  -0.178
O2 -0.29646 0.76477 -0.24617  -0.092
H1 -1.09503 0.34067 1.51951  0.078
H2 0.85329 0.83098 1.37164  0.120

Summary:
net charge: 0
lowest unoccupied orbital energy: -0.3 eV
SMILES: O=C=C(Br)Br.C=O
HOMO-LUMO gap: 8.634 eV



(2)
This record from OMol25 describes a molecular structure, CH3O2S at a distorted geometry. The level of theory is ωB97M-V with the def2-TZVPD basis set.

Last column: Löwdin charge in e.
Positions of all 7 atoms, in Å:
O1 -0.38012 1.44404 2.03535  -0.061
C1 -0.23271 0.61288 1.14574  -0.556
O2 0.86445 0.08804 0.67278  -0.170
H1 -1.13885 0.29538 0.58458  0.103
H2 0.69653 -0.20778 -0.53970  -0.229
S1 0.50941 -0.61927 -1.97723  0.258
H3 -0.31871 -1.61329 -1.92151  -0.346

Summary:
net charge: -1
lowest unoccupied orbital energy: 4.0 eV
HOMO-LUMO gap: 8.402 eV



(3)
This record from OMol25 describes 7 unconnected molecules or ions with the total composition C29H32FI2N9O4S at a distorted geometry. The level of theory is ωB97M-V with the def2-TZVPD basis set.

Last column: Löwdin charge in e.
Positions of all 78 atoms, in Å:
C1 0.61223 -6.54819 0.67031  -0.196
C2 0.46364 -4.91376 0.69552  -0.647
I1 -0.89980 -4.08340 2.23913  0.770
C3 1.15033 -3.96484 -0.25664  -0.658
I2 2.48080 -4.73946 -1.81081  0.806
C4 0.77227 -2.35563 -0.02767  -0.222
N1 -0.45741 -1.85905 -0.73365  0.084
C5 -0.77483 -0.41843 -0.45183  -0.136
C6 -2.15920 0.18599 -1.15979  -0.374
S1 -3.16684 -1.01081 -2.25733  0.664
C7 -2.65788 1.74157 -0.91967  -0.056
C8 -4.05147 2.33826 -1.57246  -0.154
C9 -5.31028 1.84662 -0.58776  -0.190
O1 -5.79898 0.49418 -0.90827  -0.146
C10 -5.57250 -0.44639 0.22225  -0.151
O2 -6.20367 -1.64828 0.30174  -0.075
C11 -1.68365 2.69709 0.02338  -0.082
O3 -2.02894 4.10203 0.29796  -0.075
C12 -0.29802 2.07802 0.72256  -0.081
N2 0.52851 3.00482 1.59188  0.055
C13 0.21112 2.88193 2.92669  -0.031
O4 -0.10992 2.58696 4.19852  0.026
C14 0.18249 0.49118 0.49881  -0.082
N3 1.42669 0.07547 1.23296  0.118
C15 1.64846 -1.38175 0.93753  -0.072
C16 2.96077 -2.08662 1.69884  -0.213
C17 4.13238 -2.56968 0.65974  -0.100
F1 3.54696 -1.05946 2.63962  -0.129
H1 0.83139 -7.00267 -0.39277  0.030
H2 -0.45322 -6.98389 0.98649  0.029
H3 1.37959 -6.85503 1.49879  0.095
H4 -2.45758 -1.00459 -3.49080  -0.101
H5 -4.05675 3.52241 -1.50090  0.126
H6 -4.26575 1.94682 -2.65439  0.066
H7 -6.24331 2.57558 -0.73895  0.143
H8 -5.04586 1.90211 0.55165  0.124
H9 -4.85377 -0.18904 1.13957  0.172
H10 -1.39895 4.70112 -0.20882  0.126
H11 2.52508 -2.92632 2.38884  0.141
H12 4.16212 -3.76139 0.72444  0.068
H13 5.19844 -2.22130 1.05238  0.102
H14 3.94958 -2.26691 -0.46329  0.064
C18 -2.06626 -9.72724 0.33545  -0.070
C19 -1.00545 -9.31876 -0.60055  -0.257
N4 -0.16727 -8.99597 -1.34002  0.132
H15 -2.02850 -9.15113 1.26602  0.030
H16 -3.06289 -9.58228 -0.09450  0.086
H17 -1.98143 -10.78496 0.60618  0.082
C20 -2.87946 -8.23913 4.99098  -0.060
C21 -2.36685 -7.70392 3.71856  -0.225
N5 -1.96176 -7.28105 2.71325  0.110
H18 -2.17183 -8.07936 5.81136  0.086
H19 -3.82224 -7.76270 5.27963  0.086
H20 -3.06662 -9.31642 4.93044  0.083
C22 -5.20083 3.47812 -6.14955  -0.064
C23 -4.24673 3.17979 -5.06836  -0.217
N6 -3.49296 2.94404 -4.21407  0.138
H21 -6.23807 3.37963 -5.81231  0.084
H22 -5.07878 4.49900 -6.52641  0.084
H23 -5.07185 2.80141 -7.00084  0.085
C24 3.03819 3.83267 -0.84444  -0.076
C25 3.55080 4.36787 -2.11686  -0.260
N7 3.95590 4.79074 -3.12217  0.120
H24 3.74583 3.99243 -0.02406  0.085
H25 2.09542 4.30910 -0.55579  0.065
H26 2.85104 2.75537 -0.90499  0.080
C26 4.73006 8.17421 -2.31130  -0.078
C27 4.91295 8.82317 -1.00222  -0.246
N8 5.05736 9.33590 0.03209  0.126
H27 3.67341 8.12653 -2.59504  0.082
H28 5.25461 8.71360 -3.10694  0.084
H29 5.11141 7.14764 -2.31055  0.058
C28 6.25210 7.70477 2.62870  -0.095
C29 7.37414 6.78312 2.87342  -0.275
N9 8.26061 6.05486 3.06673  0.109
H30 5.32295 7.16427 2.41935  0.076
H31 6.06311 8.35032 3.49280  0.081
H32 6.44568 8.35911 1.77219  0.039

Summary:
net charge: 0
lowest unoccupied orbital energy: -1.5 eV
SMILES: C/C(I)=C(\I)c1nc2c(S)c(CCOC=O)c(O)c(N=C=O)c2nc1[C@@H](C)F.CC#N.CC#N.CC#N.CC#N.CC#N.CC#N
HOMO-LUMO gap: 6.893 eV